Entry 1:
{
  "formula": "C43H60BN3OP3Rh",
  "method": "ωB97M-V/def2-TZVPD",
  "charge": 2,
  "homo_ev": [-12.354, -12.352],
  "energy_ev": -83621.19364,
  "symbols": ["Rh", "C", "C", "C", "C", "P", "C", "N", "B", "N", "C", "P", "C", "C", "C", "C", "C", "C", "C", "C", "C", "C", "C", "C", "C", "C", "C", "C", "C", "C", "H", "H", "H", "H", "H", "H", "H", "H", "H", "H", "H", "H", "H", "H", "H", "H", "H", "H", "H", "H", "H", "H", "H", "H", "H", "H", "H", "H", "H", "H", "H", "H", "H", "H", "H", "H", "H", "H", "H", "H", "H", "H", "H", "H", "O", "N", "C", "C", "C", "C", "C", "C", "C", "P", "C", "C", "C", "C", "C", "C", "C", "C", "C", "C", "C", "C", "H", "H", "H", "H", "H", "H", "H", "H", "H", "H", "H", "H", "H", "H", "H", "H"],
  "coordinates": [[-0.741, 0.143, -0.638], [-4.035, -1.191, -1.375], [-3.321, -2.497, -0.973], [-4.126, -3.245, 0.089], [-3.207, -3.343, -2.247], [-1.578, -2.094, -0.321], [-1.642, -2.081, 1.552], [-0.502, -1.312, 1.967], [0.142, -0.275, 1.194], [1.366, 0.012, 1.869], [2.425, 0.890, 1.412], [2.882, 0.426, -0.354], [2.801, 2.077, -1.275], [1.411, 2.622, -0.971], [3.863, 3.092, -0.846], [2.924, 1.775, -2.770], [4.647, -0.239, -0.180], [5.263, -0.384, -1.572], [4.432, -1.628, 0.432], [5.568, 0.591, 0.714], [1.445, -0.793, 2.995], [2.433, -0.897, 3.971], [2.267, -1.837, 4.972], [1.132, -2.653, 5.023], [0.132, -2.545, 4.076], [0.292, -1.611, 3.057], [-0.370, -3.535, -0.633], [0.935, -3.254, 0.127], [-0.942, -4.866, -0.148], [-0.021, -3.604, -2.126], [-4.762, -1.403, -2.160], [-3.339, -0.446, -1.766], [-4.586, -0.749, -0.551], [-5.099, -3.506, -0.331], [-4.305, -2.634, 0.974], [-3.637, -4.170, 0.395], [-4.209, -3.486, -2.653], [-2.792, -4.332, -2.067], [-2.611, -2.835, -3.008], [-1.601, -3.089, 1.965], [-2.574, -1.627, 1.891], [3.293, 0.786, 2.056], [2.094, 1.929, 1.443], [1.386, 3.168, -0.030], [0.692, 1.779, -0.904], [1.077, 3.300, -1.762], [3.875, 3.239, 0.235], [3.652, 4.059, -1.313], [4.854, 2.783, -1.176], [2.180, 1.045, -3.086], [3.908, 1.382, -3.020], [2.779, 2.694, -3.345], [4.577, -0.873, -2.267], [6.161, -1.003, -1.502], [5.565, 0.578, -1.986], [3.848, -2.260, -0.240], [3.916, -1.576, 1.395], [5.398, -2.111, 0.597], [5.715, 1.602, 0.340], [6.548, 0.108, 0.741], [5.217, 0.646, 1.745], [3.310, -0.264, 3.967], [3.030, -1.944, 5.730], [1.036, -3.375, 5.823], [-0.750, -3.171, 4.132], [0.821, -3.347, 1.205], [1.340, -2.267, -0.107], [1.673, -3.997, -0.181], [-1.148, -4.867, 0.922], [-0.192, -5.638, -0.333], [-1.846, -5.163, -0.676], [0.303, -2.630, -2.491], [-0.848, -3.960, -2.735], [0.807, -4.301, -2.266], [0.170, -0.323, -3.179], [-0.663, 0.625, -2.623], [-1.422, 1.273, -3.420], [-2.387, 2.288, -3.073], [-2.941, 2.940, -4.187], [-3.888, 3.933, -4.061], [-4.338, 4.279, -2.797], [-3.818, 3.638, -1.684], [-2.826, 2.666, -1.781], [-2.173, 1.978, -0.217], [-3.513, 1.894, 1.025], [-4.094, 3.037, 1.578], [-5.076, 2.911, 2.545], [-5.475, 1.658, 2.991], [-4.858, 0.522, 2.491], [-3.875, 0.647, 1.522], [-1.197, 3.311, 0.550], [-1.091, 4.593, 0.023], [-0.468, 5.587, 0.766], [0.058, 5.306, 2.018], [-0.023, 4.016, 2.532], [-0.649, 3.023, 1.802], [-0.069, -0.463, -4.109], [-1.337, 1.048, -4.484], [-2.602, 2.652, -5.175], [-4.282, 4.427, -4.939], [-5.092, 5.045, -2.675], [-4.201, 3.916, -0.714], [-3.767, 4.027, 1.286], [-5.524, 3.801, 2.967], [-6.250, 1.573, 3.741], [-5.143, -0.455, 2.859], [-3.353, -0.224, 1.155], [-1.490, 4.818, -0.957], [-0.400, 6.589, 0.363], [0.532, 6.091, 2.592], [0.393, 3.789, 3.505], [-0.724, 2.016, 2.199]]
}

Entry 2:
{
  "formula": "C43H60N7O2ReS2",
  "method": "ωB97M-V/def2-TZVPD",
  "multiplicity": 2,
  "charge": 1,
  "homo_ev": [-9.949, -9.947],
  "s_squared": 0.781,
  "energy_ev": -83886.91019,
  "symbols": ["Re", "C", "S", "C", "S", "N", "N", "C", "C", "C", "C", "C", "C", "N", "H", "H", "H", "H", "H", "H", "H", "H", "C", "C", "C", "C", "C", "C", "C", "C", "C", "C", "C", "C", "N", "C", "C", "C", "C", "C", "N", "C", "C", "C", "C", "H", "H", "H", "H", "H", "H", "H", "H", "H", "H", "H", "H", "H", "H", "H", "H", "H", "H", "H", "H", "H", "H", "H", "H", "H", "H", "H", "H", "H", "C", "C", "C", "C", "N", "N", "H", "H", "H", "H", "H", "H", "H", "H", "H", "H", "H", "H", "C", "C", "C", "C", "C", "C", "C", "C", "C", "C", "O", "O", "H", "H", "H", "H", "H", "H", "H", "H", "H", "H", "H"],
  "coordinates": [[-0.980, -1.181, -0.331], [-2.500, -0.237, 4.614], [-3.820, -0.243, 3.384], [-3.015, -0.698, 1.929], [-1.334, -1.221, 1.944], [-3.758, -0.648, 0.868], [-3.035, -0.943, -0.269], [-3.667, -0.857, -1.370], [-2.887, -1.074, -2.572], [-3.448, -1.092, -3.830], [-2.632, -1.310, -4.924], [-1.272, -1.519, -4.732], [-0.765, -1.497, -3.453], [-1.552, -1.262, -2.383], [-2.970, 0.117, 5.530], [-1.715, 0.458, 4.317], [-2.101, -1.235, 4.775], [-4.721, -0.612, -1.379], [-4.515, -0.932, -3.938], [-3.052, -1.321, -5.922], [-0.603, -1.691, -5.565], [0.280, -1.661, -3.257], [4.373, -3.251, 0.207], [3.415, -2.267, 0.890], [3.829, -2.111, 2.358], [3.387, -0.931, 0.130], [4.523, -0.135, 0.220], [4.629, 1.063, -0.464], [3.597, 1.461, -1.295], [2.436, 0.702, -1.426], [1.445, 1.099, -2.509], [1.964, 0.590, -3.864], [1.197, 2.603, -2.584], [2.319, -0.470, -0.670], [1.123, -1.313, -0.746], [1.407, -2.521, -1.201], [0.486, -3.536, -1.145], [0.634, -4.881, -1.441], [-0.556, -5.481, -1.058], [-1.418, -4.491, -0.554], [-0.771, -3.275, -0.589], [-2.850, -4.798, -0.133], [-3.048, -6.313, -0.033], [-3.809, -4.274, -1.211], [-3.200, -4.191, 1.224], [4.347, -4.222, 0.712], [5.398, -2.872, 0.258], [4.146, -3.415, -0.851], [2.418, -2.701, 0.898], [4.899, -1.891, 2.449], [3.644, -3.049, 2.895], [3.266, -1.309, 2.835], [5.351, -0.469, 0.840], [5.525, 1.668, -0.374], [3.709, 2.365, -1.886], [0.492, 0.617, -2.308], [2.896, 1.098, -4.128], [1.235, 0.790, -4.660], [2.174, -0.487, -3.845], [2.064, 3.124, -3.005], [0.983, 3.032, -1.604], [0.346, 2.816, -3.234], [2.387, -2.724, -1.623], [1.518, -5.349, -1.858], [-0.787, -6.534, -1.124], [-2.979, -6.800, -1.008], [-4.045, -6.511, 0.368], [-2.319, -6.770, 0.640], [-3.574, -4.716, -2.184], [-3.750, -3.195, -1.300], [-4.839, -4.540, -0.953], [-2.607, -4.649, 2.022], [-4.260, -4.358, 1.440], [-3.017, -3.124, 1.239], [1.356, 2.434, 4.800], [2.479, 1.806, 3.960], [2.948, 2.808, 2.918], [3.640, 1.398, 4.856], [2.015, 0.562, 3.289], [1.281, 0.709, 2.052], [1.667, 3.376, 5.271], [1.051, 1.746, 5.599], [0.486, 2.646, 4.163], [3.424, 3.654, 3.421], [2.115, 3.198, 2.326], [3.681, 2.354, 2.243], [3.962, 2.242, 5.476], [4.490, 1.066, 4.253], [3.350, 0.578, 5.522], [1.517, -0.039, 3.920], [1.786, 1.309, 1.427], [0.346, 1.038, 2.185], [-1.576, 7.181, -2.025], [-1.605, 5.812, -1.386], [-1.143, 5.598, -0.105], [-1.151, 4.339, 0.509], [-0.620, 4.326, 1.936], [-1.612, 3.229, -0.224], [-2.140, 3.447, -1.525], [-2.785, 2.375, -2.374], [-2.129, 4.718, -2.068], [-1.455, 1.842, 0.374], [-1.543, 1.662, 1.558], [-1.170, 0.841, -0.481], [-0.962, 7.875, -1.451], [-2.584, 7.600, -2.089], [-1.181, 7.130, -3.041], [-0.753, 6.440, 0.464], [0.437, 4.609, 1.942], [-0.734, 3.376, 2.433], [-1.154, 5.084, 2.514], [-3.528, 1.818, -1.797], [-2.050, 1.664, -2.754], [-3.292, 2.838, -3.223], [-2.540, 4.865, -3.065]]
}

Question: Which formula does entry 1 have?
Answer: C43H60BN3OP3Rh